The following is a quantum chemistry calculation of a structure of composition C4H6 at a distorted geometry, from the OMol25 dataset.

```
10
Properties=species:S:1:pos:R:3
H -0.6474 1.1421 0.7778
C -0.6766 -1.2194 0.0166
C 1.2567 0.5652 -0.1802
H -0.8959 -0.9551 1.0856
H -1.5740 -1.1601 -0.4758
C 0.1955 1.4026 0.1200
H -0.4090 -2.3036 -0.0591
C 0.4523 -0.4366 -0.6422
H 2.3065 0.7531 -0.0208
H -0.0082 2.2116 -0.6218
```

Properties
molecular weight = 54.092 g/mol
energy = -155.82446 a.u.
LUMO energy = 0.670 eV
gap between HOMO and LUMO = 8.60 eV



The following is a quantum chemistry calculation of the molecule C4H6, from the OMol25 dataset.

```
10
Properties=species:S:1:pos:R:3
H 2.4822 0.1808 1.0169
C -2.0758 -0.0918 -0.0356
H -2.4516 0.9140 0.1856
C 2.0489 0.0335 0.0234
C 0.5868 -0.0029 0.0471
H -2.4840 -0.7781 0.7133
H 2.3982 0.8561 -0.6058
C -0.6149 -0.0953 0.0010
H -2.4424 -0.3942 -1.0236
H 2.4485 -0.9092 -0.3735
```

Properties
molecular weight = 54.092 g/mol
SMILES = CC#CC
energy = -155.94964 a.u.
LUMO energy = 1.083 eV
gap between HOMO and LUMO = 10.46 eV



The following is a quantum chemistry calculation of a structure of composition C4H6 at a distorted geometry, from the OMol25 dataset.

```
10
Properties=species:S:1:pos:R:3
C -0.5604 0.0845 0.6570
H 1.8001 -0.0578 0.3148
H 0.0227 2.0295 -0.0070
C -0.1177 1.0780 -0.3642
C 0.8171 0.0322 -0.0619
H 0.2122 -1.9332 0.5244
H -0.8686 0.2474 1.6605
C -0.2036 -1.1096 -0.0335
H -0.6041 1.2324 -1.3773
H -0.4977 -1.6036 -1.3128
```

Properties
molecular weight = 54.092 g/mol
energy = -155.86768 a.u.
LUMO energy = 1.317 eV
gap between HOMO and LUMO = 10.04 eV



The following is a quantum chemistry calculation of the molecule C4H6, from the OMol25 dataset.

```
10
Properties=species:S:1:pos:R:3
C 1.2412 -0.5601 -1.8533
C 0.4841 -0.5710 -0.9163
C -0.4501 -0.5215 0.2143
H 0.5956 0.9732 1.4237
C -0.3801 0.8111 0.9695
H -0.5679 1.6539 0.2940
H -0.2387 -1.3524 0.9091
H -1.4735 -0.6788 -0.1438
H 1.9273 -0.5859 -2.6726
H -1.1380 0.8315 1.7753
```

Properties
molecular weight = 54.092 g/mol
SMILES = C#CCC
energy = -155.94132 a.u.
LUMO energy = 1.122 eV
gap between HOMO and LUMO = 11.09 eV



The following is a quantum chemistry calculation of the molecule C4H6 at a distorted geometry, from the OMol25 dataset.

```
10
Properties=species:S:1:pos:R:3
C 0.3250 -0.9620 -1.5326
H 1.3296 0.1549 0.7338
C -0.2563 -0.2136 -0.6177
H -1.5028 1.1266 1.6456
H 0.2434 1.2250 2.4162
H 1.3392 -1.1814 -1.5511
C -0.3834 1.0260 1.5017
H -0.1181 -1.4918 -2.4162
C 0.3509 0.4184 0.5499
H -1.3274 -0.1023 -0.7296
```

Properties
molecular weight = 54.092 g/mol
SMILES = C=CC=C
energy = -155.94153 a.u.
LUMO energy = 1.040 eV
gap between HOMO and LUMO = 10.03 eV



The following is a quantum chemistry calculation of a cluster of 2 separate species, C4H6 in total at a distorted geometry, from the OMol25 dataset.

```
10
Properties=species:S:1:pos:R:3
C -2.0772 0.1611 -0.4611
H -1.8260 0.2102 -1.4995
H -1.5115 -0.3806 1.4767
H 3.1050 0.5179 0.1063
H 1.4497 -1.5660 0.7122
C 1.3677 -0.6054 0.2956
C 2.0880 0.3839 -0.1464
C -1.1574 -0.2656 0.3741
H 1.7194 1.2492 -0.6509
H -3.1578 0.2954 -0.2068
```

Properties
molecular weight = 54.092 g/mol
energy = -155.78423 a.u.
LUMO energy (spin up / spin down) = 0.218 / -0.033 eV
gap between HOMO and LUMO (spin up / spin down) = 9.25 / 8.79 eV



The following is a quantum chemistry calculation of a cluster of 28 separate species, C4H61F4NO30S in total at a distorted geometry, from the OMol25 dataset.

```
101
Properties=species:S:1:pos:R:3
H -2.6696 -2.7521 -3.2095
O -0.7511 2.1744 2.5841
H 5.4519 4.0664 -1.9516
H 6.3081 3.3571 0.1555
O 0.3415 -7.9321 3.6488
O -5.7893 -0.2409 -0.3977
H -0.9135 0.7116 -6.2817
O -0.8765 7.1417 5.8074
C -0.7561 0.2738 -0.1646
H -1.2346 1.2385 -0.0348
O 5.8823 0.4792 -2.3330
O 1.6589 3.1773 5.9111
H -2.5923 2.4288 -4.1238
O -1.2904 1.2369 -5.5692
H 1.7910 -1.1243 -5.3508
H 1.3223 -7.3912 -0.4784
H -4.5365 5.9219 5.3821
O 0.9343 -0.7373 -5.5505
O -1.0014 -5.5473 0.7909
H 7.4782 2.6480 -0.5191
H -2.4024 -3.2004 -0.8851
O -2.1181 0.9747 4.2326
C 0.7584 1.5776 -1.5146
O 0.1961 -8.4259 0.9797
H 1.3866 3.7877 -4.4451
H 0.4379 0.1703 1.6052
H -0.5274 3.4997 7.6304
H 4.7481 6.9815 -1.6864
H 0.0755 2.3821 -1.2802
H -0.9050 -3.1837 -0.6379
O -1.1074 4.2721 5.0167
H 0.7502 3.2891 5.6083
H 1.2734 -3.8528 -2.2140
H 2.1617 3.8308 5.4193
H 1.3324 -4.2920 -4.7994
O 4.2636 7.8037 -1.5478
H 1.2683 -8.1380 3.4979
O 0.8856 -3.4464 -4.6963
H 0.2365 -9.3814 1.0554
O 0.6729 -4.2373 -1.5691
O 0.5644 3.4036 -4.1056
H -0.1462 2.4004 8.5988
H -4.9200 -0.6082 -0.2113
H 2.2655 -1.8379 0.2809
O -1.6683 -2.6012 -0.7170
F -3.0534 1.8056 2.2231
H -1.6612 7.6642 5.9978
H -3.5395 -8.7619 1.2647
N -1.6443 -0.1600 2.0871
H -0.4208 4.8902 4.7335
H 5.5130 -0.4063 -2.3453
O -2.6231 -8.7395 0.9763
H -3.8084 -2.3723 4.2049
H -2.5700 -7.9690 0.4016
H -1.1479 3.6309 4.2943
O -3.2061 -1.7006 3.8769
H 0.8127 1.4671 -2.5865
H 0.5704 -0.5137 -4.6869
O 0.4799 0.3741 -0.8657
O 2.5924 5.4453 -4.3417
H -0.2585 -1.3260 1.1079
F 3.1155 1.5561 -1.9102
F 2.4695 1.7697 0.1558
H 5.1542 1.0393 -2.0470
H -0.6773 -6.4531 0.8200
O -3.7314 6.3295 5.0523
S -1.7895 1.2338 2.8626
H 0.9978 -5.1489 -1.4545
H 4.7820 8.2921 -0.9052
H -0.5895 1.8435 -5.3218
H -3.0705 5.6339 5.1510
F 2.1930 3.4083 -1.2828
H -1.3999 -0.4508 -0.6399
H -1.2222 6.2527 5.7502
H -0.2655 -8.1565 1.7910
H 2.3562 -7.2836 -1.6053
O -0.6591 3.2097 8.5377
H -0.1162 3.7873 -4.6674
H 0.2455 -7.8788 4.6028
O -3.0614 -3.6058 -2.9968
H -6.1419 0.0091 0.4595
H 3.4251 5.0847 -4.0095
H -0.4265 -5.1657 0.1152
H -1.5889 -0.8651 2.8132
H -3.7157 1.4818 -3.7838
O 1.6678 -6.7922 -1.1536
O 4.8533 4.8288 -1.9997
C -0.4602 -0.2777 1.2051
C 2.1337 2.0658 -1.1125
H -3.4982 -0.8795 4.2897
H 0.7815 -3.0977 -5.5875
H -2.8258 -4.1767 -3.7319
O 1.5867 -2.4364 0.6046
H -5.6324 0.1519 -2.6703
O -3.2999 2.2991 -3.4896
H 4.0704 4.5534 -1.5141
O -5.0102 -0.3314 -3.2248
H -5.1710 -1.2547 -3.0139
H 1.4417 -3.0716 -0.1068
H 2.1553 5.7723 -3.5497
O 6.6493 3.0963 -0.7046
```

Properties
molecular weight = 711.568 g/mol
energy = -3298.60643 a.u.
LUMO energy = -0.331 eV
gap between HOMO and LUMO = 9.89 eV



The following is a quantum chemistry calculation of a structure of composition C4H6Ag2F2O2 at a distorted geometry, from the OMol25 dataset.

```
16
Properties=species:S:1:pos:R:3
O 0.3916 0.1235 2.4313
H 2.5629 -0.0409 0.7655
O -0.4590 -2.0219 1.9463
F -4.0845 0.7208 -3.9019
H 0.2293 1.7880 1.4339
Ag -1.3254 -1.9949 -3.4018
H 1.7152 0.9116 -0.5424
C 1.6207 0.3623 0.3944
Ag -3.0870 1.6823 -1.9465
F -2.2611 -0.3896 -1.9463
H -0.1290 -0.5936 -0.5356
C 0.0661 -0.9791 1.5442
C 1.0791 1.1282 1.6084
C 0.6275 -0.7840 0.2257
H 1.8635 1.7284 2.0694
H 1.1901 -1.6410 -0.1446
```

Properties
molecular weight = 339.822 g/mol
multiplicity = 3
energy = -799.24151 a.u.
LUMO energy (spin up / spin down) = -8.435 / -12.861 eV
total charge = +2
gap between HOMO and LUMO (spin up / spin down) = 10.29 / 5.79 eV
⟨S²⟩ = 2.037